No. 1
C5H9NO2 | ωB97M-V/def2-TZVPD

The geometry in ORCA input format:
```
! wB97M-V def2-TZVPD RIJCOSX def2/J DEFGRID3
* xyz 0 1
C -1.2355 -0.1575 -0.9183
H 3.6819 1.0595 -0.2435
H 0.6307 -0.7429 0.0867
C -0.8027 0.1080 1.5445
H -0.0020 0.0678 2.2982
C -0.2709 -0.0295 0.1368
O -3.2202 -1.0835 0.0382
H -0.8584 0.2631 -1.8410
H -1.5019 -0.7070 1.8051
H 0.3315 0.8440 -0.1350
H 3.0494 -0.5329 -1.7044
H -1.3366 1.0410 1.6613
H -3.1937 -0.2838 -1.7688
O 2.3130 0.4157 1.0676
N 2.2838 -0.2342 -1.1028
C 2.7718 0.4528 -0.0839
C -2.6400 -0.4805 -0.8408
*
```

Values from the calculation:
HOMO level	-8.246	eV
frontier orbital gap	4.51	eV
LUMO energy	-3.7	eV
calculated total energy	-400.9488	a.u.



No. 2
C5H9NO2 | ωB97M-V/def2-TZVPD

The geometry in ORCA input format:
```
! wB97M-V def2-TZVPD RIJCOSX def2/J DEFGRID3
* xyz 0 1
O -0.5275 -0.8364 3.1249
H -0.0035 0.8908 0.9394
H -0.4172 -1.5239 -0.7836
C 0.1163 0.4436 -1.5469
H -0.4904 1.3030 -1.2608
N -1.8274 0.0441 0.8256
H -0.3018 0.0684 -2.4798
O 1.8751 0.9245 -3.0372
H -2.1406 0.5187 1.6667
H 1.1483 -0.9824 -0.2700
C 0.1160 -0.6382 -0.4444
C 0.2244 -0.6225 2.1904
C 1.5191 0.8591 -1.8910
H 1.2978 -0.5241 2.3679
H 2.2049 1.0081 -1.0318
C -0.3979 -0.1550 0.9127
H -2.3955 -0.7777 0.7179
*
```

Values from the calculation:
HOMO level	-9.787	eV
frontier orbital gap	10.39	eV
LUMO energy	0.6	eV
calculated total energy	-401.1106	a.u.
structure (SMILES)	N[C@@H](C=O)CCC=O



No. 3
C5H9NO2 | ωB97M-V/def2-TZVPD

The geometry in ORCA input format:
```
! wB97M-V def2-TZVPD RIJCOSX def2/J DEFGRID3
* xyz 0 1
C 2.8423 -0.1442 1.0397
C -0.4280 -0.6826 -0.3026
C -1.6810 1.0780 -1.0586
H 2.6707 0.7020 1.7081
H 2.9903 0.2406 0.0266
H -3.6810 1.5153 -1.7366
H -3.1456 -0.1900 -1.9292
O -1.1841 2.1385 -1.2655
O -0.7788 -1.7460 -0.6585
N -0.0125 0.1093 0.5701
H 1.3656 -1.4194 2.0789
H 1.7518 -1.9476 0.3950
H 0.4489 0.9695 0.3135
C 1.7147 -1.1209 1.0969
H -3.5504 0.4096 -0.3280
H 3.7947 -0.6036 1.3393
C -3.1176 0.6918 -1.2889
*
```

Values from the calculation:
HOMO level (spin up / spin down)	-7.472 / -6.768	eV
frontier orbital gap (spin up / spin down)	8.19 / 6.54	eV
LUMO energy (spin up / spin down)	0.7 / -0.2	eV
calculated total energy	-400.9900	a.u.



No. 4
C5H9NO2 | ωB97M-V/def2-TZVPD

The geometry in ORCA input format:
```
! wB97M-V def2-TZVPD RIJCOSX def2/J DEFGRID3
* xyz 0 1
H 0.1946 -1.7636 1.3981
H 0.0465 0.2402 2.4478
H 2.2080 -0.9790 -0.4503
C -0.4123 0.4970 1.3832
C 0.3537 -0.1237 0.3408
H -0.8545 -2.0569 -0.2191
H 0.3392 1.8209 -2.0250
O -0.6046 -0.3779 -1.7539
C 0.0592 0.3279 -0.9605
H 2.1344 -0.6704 1.1735
H -0.6867 1.5073 1.3851
N -1.6178 -0.3634 1.0689
C 1.9053 -0.1850 0.2919
H -1.9679 -0.8669 1.9787
O 0.4740 1.5980 -1.1517
H 2.4375 0.6468 0.0313
C -0.4861 -1.3655 0.6185
*
```

Values from the calculation:
HOMO level	-9.861	eV
frontier orbital gap	10.64	eV
LUMO energy	0.8	eV
calculated total energy	-401.0624	a.u.



No. 5
C5H9NO2 | ωB97M-V/def2-TZVPD

The geometry in ORCA input format:
```
! wB97M-V def2-TZVPD RIJCOSX def2/J DEFGRID3
* xyz 0 1
C -0.7827 -1.3823 -0.3181
C -1.3537 1.0475 -0.2578
O 1.6197 -1.4095 -0.2893
H -0.6611 0.1596 1.8688
H -0.7316 -1.7475 -1.4203
H 2.6780 -0.9294 -0.2868
H 1.6091 1.3374 -1.4323
C 0.3635 0.2350 1.4210
N -1.8659 -0.3862 -0.1961
H -1.4895 1.3619 -1.2671
C 0.1452 0.8772 0.0423
H -1.8896 1.6910 0.5946
C 0.4723 -0.5956 0.1411
H 1.4048 0.0497 2.0297
H -2.4145 -0.4790 0.6781
H -1.1212 -2.1493 0.3119
O 1.2064 1.6993 -0.4450
*
```

Values from the calculation:
HOMO level	-8.981	eV
frontier orbital gap	9.39	eV
LUMO energy	0.4	eV
calculated total energy	-401.0018	a.u.
structure (SMILES)	O[C@@]12CNC[C@]1(O)C2



No. 6
C5H9NO2 | ωB97M-V/def2-TZVPD

The geometry in ORCA input format:
```
! wB97M-V def2-TZVPD RIJCOSX def2/J DEFGRID3
* xyz 0 1
C 1.5873 2.2853 -0.5504
C -1.7319 0.2692 -0.5891
H 2.0634 -0.7045 -1.5689
H -1.5400 -0.4803 -1.3566
O -3.2450 -0.4219 1.1493
C 2.1994 -0.3011 -0.5574
H -0.3316 -1.4889 0.7388
N -1.0954 -1.1021 1.3015
H -0.8330 0.8659 -0.4464
C 1.8441 1.1132 -0.5497
H 1.0857 -0.6852 1.2179
H -1.3451 -1.6668 2.0994
C -2.1241 -0.4149 0.6984
H 3.2625 -0.3979 -0.2945
H 1.3414 3.3020 -0.6649
O 1.3994 -1.0936 0.2880
H -2.5370 0.9216 -0.9154
*
```

Values from the calculation:
HOMO level	-9.672	eV
frontier orbital gap	10.31	eV
LUMO energy	0.6	eV
calculated total energy	-401.0780	a.u.
structure (SMILES)	CC(N)=O.C#CCO



No. 7
C5H9NO2 | ωB97M-V/def2-TZVPD

The geometry in ORCA input format:
```
! wB97M-V def2-TZVPD RIJCOSX def2/J DEFGRID3
* xyz 0 1
O -1.7498 -1.1908 0.2858
N 0.4618 -0.7087 -0.3562
H 0.2384 -3.0476 0.9405
C 0.9403 -2.6972 0.1925
H -2.5854 1.5017 -0.6515
H -1.4079 1.7381 -1.9374
C -0.5610 1.4741 -0.0014
H 2.8378 -2.4033 0.0286
H 1.2452 -0.2757 0.1101
C 0.2767 2.1443 0.7605
H 1.0845 1.6731 1.3146
C -1.6308 1.9741 -0.8940
H -1.7550 3.0624 -0.8062
C -0.6781 -0.7282 0.1737
H 0.8795 -3.1990 -0.7701
H 0.2106 3.2280 0.8788
O 2.1930 -2.5454 0.7317
*
```

Values from the calculation:
HOMO level (spin up / spin down)	-6.956 / -7.024	eV
frontier orbital gap (spin up / spin down)	7.16 / 7.27	eV
LUMO energy (spin up / spin down)	0.2 / 0.3	eV
calculated total energy	-400.9508	a.u.



The energy relative to the best compared isomer or geometry (same formula, charge and spin) results, record by record, are as follows: 6.2036 1.8002 5.0815 3.1130 4.7607 2.6883 6.1482 eV.